The following is a quantum chemistry calculation of C31H30ClIN4O2PPd as an isolated structure, from OMol25.

Output
ΔE to the lowest compared entry with this formula, charge and spin: 0.00 kcal per mole
Molecular weight: 790.36 g/mol
Orbital gap: 6.39 eV
DFT total energy: -2796.03727 a.u.
LUMO level: 2.2 eV
Net charge: -1
HOMO level: -0.154 hartree

XYZ file:
```
71
Properties=species:S:1:pos:R:3:lowdin_charge:R:1
H 3.63 -1.09 3.24 0.108
N -2.44 -1.02 -1.16 -0.170
H -1.82 -0.05 -2.91 0.109
H 0.70 -1.94 0.12 0.065
N -4.69 -1.94 -1.27 -0.089
H 0.75 -4.83 3.24 0.112
O -1.45 -2.13 1.42 -0.137
H -5.66 -1.63 -3.09 0.118
H -3.47 -1.84 0.46 0.110
C 3.57 -0.42 2.39 -0.091
H 3.32 1.89 -0.69 0.096
H 2.09 4.45 4.27 0.099
C 1.42 3.22 2.65 -0.088
H 1.45 -0.18 2.56 0.108
C 2.63 -4.53 2.23 -0.163
C -1.04 4.43 3.01 -0.125
N -2.87 -3.03 -2.45 -0.087
Pd -0.89 -0.05 0.29 0.319
C 0.57 -3.37 1.70 -0.121
C 0.94 2.85 -3.35 -0.092
C 1.67 4.68 -1.97 -0.094
C 0.66 2.11 -2.20 -0.110
H 1.65 4.72 -4.12 0.094
C -1.92 -2.33 -1.60 -0.175
C -4.11 -3.22 -1.69 -0.172
H -0.12 5.53 4.60 0.098
H -2.01 4.89 3.12 0.095
H 3.09 -2.37 -0.35 0.094
C 1.24 -2.69 0.68 -0.047
C -0.86 3.47 2.02 -0.658
P 0.53 1.53 0.50 0.852
C 1.28 -4.30 2.46 -0.026
C 2.23 0.94 0.91 -0.367
C -2.74 -0.22 -2.35 -0.190
H 2.05 5.68 -1.88 0.096
C -0.92 -3.13 1.99 -0.653
H -2.24 -2.03 -4.17 0.121
C 3.27 -3.83 1.21 -0.742
C 4.71 -0.13 1.65 -0.111
H -0.99 -2.16 -2.15 0.123
H -3.90 -3.82 -0.81 0.132
H -4.84 -3.74 -2.32 0.119
C 0.37 2.84 1.81 -0.358
O -1.47 -3.95 2.74 -0.019
Cl -2.23 3.10 1.02 0.643
C -4.93 -1.12 -2.45 -0.188
H 3.18 -5.24 2.83 0.082
C 0.90 2.63 -0.94 -0.361
C 1.41 3.93 -0.83 -0.087
H 5.49 0.92 -0.05 0.096
H 5.67 -0.56 1.92 0.088
H 0.75 2.42 -4.32 0.097
H -1.71 -2.91 -0.70 0.110
C 0.02 4.78 3.82 -0.097
C 3.38 1.24 0.18 -0.083
N -3.71 -0.88 -3.23 -0.091
H -5.35 -0.16 -2.14 0.121
H -4.11 -0.29 -0.12 0.124
H -3.14 0.75 -2.04 0.121
C -3.16 -2.19 -3.61 -0.189
C 1.25 4.18 3.64 -0.090
H 2.39 2.76 2.52 0.100
C 4.61 0.70 0.54 -0.092
C 2.58 -2.92 0.42 -0.166
H 0.24 1.11 -2.27 0.068
C 2.35 0.09 2.01 -0.124
I 5.31 -4.14 0.87 0.792
C -3.70 -1.26 -0.43 -0.169
H 1.60 4.36 0.14 0.101
C 1.44 4.14 -3.23 -0.105
H -3.88 -2.70 -4.25 0.118
```

***

The following is a quantum chemistry calculation of C31H30CrN2O5S2 as an isolated structure at a distorted geometry, from OMol25.

Output
Molecular weight: 626.72 g/mol
Orbital gap (alpha / beta): 7.06 / 7.96 eV
DFT total energy: -3525.66070 a.u.
LUMO level (alpha / beta): -3.8 / -2.9 eV
Net charge: +1
Spin multiplicity: 4
HOMO level (alpha / beta): -0.398 / -0.401 hartree

XYZ file:
```
71
Properties=species:S:1:pos:R:3:mulliken_spin:R:1
H 4.81 4.56 -2.49 0.000
C 3.50 1.10 -1.40 0.000
C -0.11 -1.55 2.17 -0.002
H -6.09 -0.83 0.29 0.000
H -3.19 -2.88 1.34 0.000
C 3.18 -2.87 -0.83 -0.001
H 1.54 -1.63 -1.48 0.002
C 0.90 -3.58 -0.86 0.005
C 3.55 -4.11 -0.34 0.000
C 4.86 1.35 -1.40 0.000
H -6.34 4.18 -0.70 0.000
H 3.17 3.03 1.16 0.000
H 0.59 -1.65 3.00 0.001
H 3.93 -2.11 -1.02 0.000
C -3.74 1.39 -1.36 0.033
C -1.66 -3.81 0.17 0.004
C 5.33 2.59 -1.80 0.000
C 3.27 2.23 3.15 0.000
H 0.43 -1.67 1.23 -0.002
H -7.07 1.83 -1.05 0.000
H -0.94 -3.46 2.69 0.000
S -0.78 -3.25 -1.32 0.001
H 1.02 1.89 0.64 -0.001
C -6.02 2.09 -1.08 0.016
H 6.40 2.79 -1.81 0.000
H 0.53 -5.63 -0.27 0.000
N 0.31 2.79 -1.73 0.001
H -1.94 -2.11 3.14 0.001
H 4.59 -4.32 -0.13 0.000
C 2.69 2.40 1.90 0.001
O -1.02 0.54 0.78 -0.013
C 1.50 1.75 1.59 0.003
S -0.64 0.16 2.20 0.006
C -5.39 -1.08 -0.51 -0.003
C 1.84 -2.59 -1.11 -0.003
C 0.92 0.94 2.55 0.001
H 5.56 0.58 -1.10 0.000
C -2.15 -2.67 1.08 -0.007
H -0.96 -4.46 0.69 0.000
C -1.31 -2.49 2.34 0.004
H -1.66 4.13 -1.35 -0.004
C 1.26 -4.84 -0.40 -0.001
C 1.15 1.82 -1.71 -0.011
H -3.92 4.74 -0.86 0.001
H 2.37 4.11 -2.46 0.000
H 0.97 0.18 4.57 0.000
O -5.53 -0.18 -1.60 0.000
H 3.10 1.30 5.09 0.000
O 0.78 0.55 -1.57 -0.007
C -3.33 2.71 -1.21 -0.015
H -4.37 -1.05 -0.12 0.001
C 3.08 3.34 -2.17 -0.001
C 4.44 3.59 -2.18 0.000
O -2.86 0.38 -1.57 -0.005
C 2.66 1.43 4.11 0.000
C 2.60 -5.10 -0.12 0.000
H -5.61 -2.08 -0.88 -0.001
N -0.99 2.25 -1.54 -0.042
C -4.26 3.72 -0.98 0.014
Cr -1.07 0.25 -1.37 2.969
H 4.19 2.74 3.40 0.000
C 1.47 0.78 3.82 0.000
H 2.89 -6.07 0.25 0.000
C 2.60 2.09 -1.78 -0.008
C -5.10 1.08 -1.33 -0.011
C -1.93 3.08 -1.36 0.051
H -2.49 -4.41 -0.20 0.000
C -5.61 3.41 -0.90 -0.012
H 3.11 0.14 -1.08 0.002
O -0.86 -1.74 -1.35 0.031
H -2.16 -1.73 0.52 0.004
```

***

The following is a quantum chemistry calculation of C31H30F12N3O3S2V as an isolated structure at a distorted geometry, from OMol25.

Output
ΔE to the lowest compared entry with this formula, charge and spin: 140.03 kcal per mole
Molecular weight: 835.65 g/mol
Orbital gap (alpha / beta): 5.54 / 6.32 eV
DFT total energy: -4528.05907 a.u.
LUMO level (alpha / beta): 2.4 / 2.4 eV
Net charge: -1
Spin multiplicity: 4
HOMO level (alpha / beta): -0.114 / -0.142 hartree

XYZ file:
```
82
Properties=species:S:1:pos:R:3:mulliken_spin:R:1
N 0.27 -5.87 -1.16 0.000
C 2.06 -0.30 -2.87 0.008
H 0.15 2.96 -0.12 0.001
H -2.05 6.01 -0.65 0.000
C 5.34 3.85 -0.75 -0.001
N 1.28 -4.24 0.24 0.004
F 0.36 -0.88 4.03 0.000
H 1.46 -3.24 0.33 0.063
C -5.53 2.66 1.59 0.000
C 4.24 -1.12 -1.91 -0.011
C -2.65 1.58 -1.57 0.021
H -0.83 -6.42 0.56 0.000
H -6.10 2.08 0.87 0.000
C 4.24 2.89 -0.42 0.014
S -1.79 -0.88 -1.23 0.008
F 2.72 0.47 -3.76 -0.001
F 1.16 -2.39 2.70 0.002
H 3.52 4.03 1.26 0.000
C -1.18 0.29 1.59 0.050
H -3.66 -1.54 0.15 -0.001
C 0.60 -1.17 2.72 0.057
F -1.28 -2.94 3.39 0.000
H 1.19 -5.60 1.84 0.000
C 2.28 2.35 0.86 0.013
C -0.27 1.18 0.74 -0.003
C 3.36 3.16 0.63 -0.006
N 0.81 0.56 0.16 -0.044
H -1.74 5.44 -2.29 0.000
H -1.22 0.74 2.59 -0.001
C 2.86 -0.50 -1.54 -0.009
H 4.96 4.87 -0.75 0.001
C -0.20 -6.87 -0.21 0.001
O -1.85 -0.79 -2.69 0.013
F 1.58 -0.33 2.37 0.001
F 0.89 0.34 -2.65 0.039
H -1.33 4.31 1.14 -0.001
C -2.51 3.00 -1.73 -0.001
H -0.78 -7.61 -0.76 0.000
H -0.47 5.37 -1.07 0.000
H -5.80 3.71 1.48 0.000
H 2.61 -4.56 1.77 0.000
H -0.23 -5.88 -2.04 0.001
F 5.06 -1.12 -0.86 0.001
H -2.69 3.36 -2.74 0.000
F 1.77 -1.44 -3.49 0.008
C -0.71 -1.17 1.85 -0.083
F 4.11 -2.41 -2.26 -0.001
C -3.44 1.17 1.67 -0.001
C -2.45 0.69 -0.57 0.006
C -3.21 3.41 1.02 0.001
H -5.81 2.32 2.59 0.000
H -2.96 -2.94 -0.70 0.002
H 4.80 1.44 -1.87 0.000
C -3.26 -1.91 -0.78 0.011
H -3.48 0.88 2.72 0.000
C -1.75 3.46 0.60 -0.001
H 0.63 -7.39 0.26 0.000
H -3.98 -1.76 -1.58 -0.001
C 0.56 -4.56 -0.83 0.006
H 2.46 -5.92 0.63 0.000
V 0.45 -1.18 -0.68 2.853
H 5.76 3.64 -1.73 0.000
C 4.07 1.70 -1.11 -0.008
C -1.96 3.87 -0.86 0.003
C 3.00 0.86 -0.86 0.012
C 1.91 -5.14 1.17 0.000
O -0.54 -1.99 0.82 -0.023
C -2.48 0.64 0.89 -0.026
F -2.21 -1.06 3.82 0.000
C -0.61 2.46 0.48 0.005
S 0.04 -3.37 -1.89 -0.028
H 1.62 2.57 1.69 0.002
C -1.54 5.25 -1.24 0.002
H -3.63 4.41 0.92 0.000
F -2.86 -2.23 2.15 -0.001
H -2.69 1.09 -2.54 0.001
O 2.29 -1.44 -0.77 0.008
C -4.06 2.44 1.35 -0.002
C -1.76 -1.83 2.81 -0.017
H 6.15 3.80 -0.02 0.001
F 4.93 -0.55 -2.92 0.000
C 1.98 1.24 0.04 0.051
```

***

The following is a quantum chemistry calculation of C31H30N3O2PbSbSe4Te as an isolated structure, from OMol25.

Output
Molecular weight: 1249.00 g/mol
Orbital gap: 6.54 eV
DFT total energy: -11821.01362 a.u.
LUMO level: -0.8 eV
HOMO level: -0.269 hartree

XYZ file:
```
73
Properties=species:S:1:pos:R:3:lowdin_charge:R:1
C -0.37 5.91 4.17 -0.085
Te -0.71 2.01 2.27 1.376
C -0.10 -1.58 2.04 -0.193
C -1.32 6.35 2.01 -0.085
C -0.58 -0.72 -2.67 -0.024
H -3.71 1.70 3.05 0.098
H -2.05 -3.84 0.83 0.118
N 1.18 -1.03 -1.03 0.011
H 0.88 -1.12 -0.07 0.065
C -0.36 4.55 3.89 -0.163
C 3.06 -1.40 -2.54 -0.051
C 4.43 -1.45 -2.75 -0.088
C -0.83 4.09 2.67 -0.550
C -0.88 -3.47 -2.96 -0.224
N -0.47 -2.88 1.92 -0.109
Se 3.16 2.23 -2.75 -0.186
H 0.00 6.27 5.12 0.105
C 0.08 -2.97 -2.07 -0.165
H -1.70 7.05 1.28 0.107
C -1.57 -2.91 1.09 -0.066
C 4.81 -1.10 -0.41 -0.013
C 2.56 -1.19 -1.26 -0.277
H -2.16 -0.54 -4.10 0.103
Pb 1.42 1.64 -0.10 0.859
H -1.67 1.99 -0.71 0.068
H -2.42 -2.99 -4.36 0.108
C -4.98 1.60 -0.09 -0.084
C -1.54 -1.22 -3.53 -0.072
H -0.12 -5.45 -3.38 0.086
C -1.31 5.00 1.73 -0.165
C 0.92 -3.91 -1.24 -0.015
H 0.10 -3.96 3.63 0.094
Se 1.61 4.91 -0.45 -0.087
H -5.86 1.48 1.86 0.105
Se 2.55 3.90 1.46 -0.117
C -2.59 1.88 -0.14 -0.154
C -4.94 1.59 1.30 -0.080
C -2.55 1.87 1.25 -0.526
C 5.31 -1.29 -1.68 -0.082
H 1.34 -3.42 -0.37 0.072
Se 4.72 3.51 0.64 -0.053
H -0.85 7.87 3.45 0.103
O 3.06 -1.82 2.01 0.060
H 1.27 -3.98 2.29 0.087
H -1.68 4.65 0.77 0.094
H 0.00 3.86 4.64 0.093
H -3.82 1.75 -1.89 0.105
C 3.44 -1.05 -0.19 -0.119
H -2.57 -1.24 0.08 0.105
H -1.43 -5.43 -2.22 0.080
C -3.73 1.72 1.97 -0.129
C -3.80 1.74 -0.81 -0.082
C -1.81 -1.62 0.73 -0.133
H 0.77 -1.28 2.60 0.122
C 0.22 -1.59 -1.94 -0.232
C -1.68 -2.59 -3.68 -0.045
H -5.92 1.50 -0.61 0.104
H -0.23 -4.92 2.18 0.089
H 2.38 -1.50 -3.37 0.121
H 0.33 -4.76 -0.90 0.074
N -0.88 -0.80 1.32 -0.015
C -0.85 6.81 3.23 -0.084
H -0.43 0.35 -2.55 0.099
H 4.81 -1.60 -3.75 0.106
H 6.38 -1.31 -1.85 0.102
H 1.76 -4.31 -1.83 0.099
Sb 3.86 4.28 -1.80 0.297
C -1.06 -4.96 -3.13 -0.046
O 2.28 0.19 1.49 -0.277
C 2.90 -0.92 1.21 -0.632
C 0.21 -4.00 2.54 -0.005
H 5.48 -0.99 0.44 0.125
H -1.77 -5.17 -3.93 0.076
```

***

The following is a quantum chemistry calculation of a 2-piece molecular cluster, C31H30NO2 overall at a distorted geometry, from OMol25.

Output
Molecular weight: 448.59 g/mol
Orbital gap: 5.48 eV
DFT total energy: -1404.19576 a.u.
LUMO level: -4.9 eV
Net charge: +1
HOMO level: -0.381 hartree

XYZ file:
```
64
Properties=species:S:1:pos:R:3:lowdin_charge:R:1
H 5.80 2.08 1.51 0.113
C 0.84 2.66 0.63 -0.064
H -0.80 -2.54 4.04 0.133
H -5.56 -4.03 0.46 0.108
H 6.13 0.10 -2.31 0.111
C 2.54 2.90 -1.10 -0.011
H 7.06 1.68 -0.60 0.110
H -0.05 2.16 1.02 0.108
C 1.49 3.63 1.39 -0.059
H 1.39 -3.04 0.87 0.145
C 5.40 1.40 0.76 -0.076
C 2.66 4.23 0.92 -0.056
H -0.08 -4.07 2.35 0.135
H 0.39 -0.60 3.68 0.137
C 0.83 1.10 -1.31 0.062
H 1.07 3.91 2.36 0.114
C 6.10 1.18 -0.43 -0.073
H 2.95 2.60 -2.07 0.128
C -0.25 -0.86 2.82 -0.107
H -5.14 -1.98 -3.34 0.123
O -1.69 -2.72 2.15 -0.128
N 0.60 -1.29 1.70 -0.061
C 3.57 -0.01 -0.03 -0.229
C 1.50 -0.39 1.27 -0.068
C 1.37 2.25 -0.62 -0.231
H -0.81 0.05 2.53 0.126
H -5.42 -1.83 1.64 0.109
C -5.21 -1.98 -2.25 -0.012
C 2.19 -0.46 0.07 -0.084
H 3.66 0.92 1.93 0.107
H 1.68 0.45 1.96 0.131
H -1.06 -4.09 0.82 0.137
H -1.29 2.75 -0.48 0.110
C 4.18 0.77 0.98 -0.035
C -5.36 -3.15 -1.51 -0.071
C -1.03 0.04 -2.55 0.005
C 0.42 -2.52 0.94 -0.114
H 3.91 -0.96 -1.94 0.116
O -4.67 0.36 -2.28 0.002
C 5.57 0.31 -1.39 -0.072
H 1.87 -1.17 -0.70 0.107
C 3.18 3.86 -0.33 -0.066
C -0.60 -3.45 1.59 -0.167
H -5.12 0.28 0.31 0.120
C -3.32 0.67 -2.18 -0.210
C -1.26 -1.92 3.25 -0.172
C -2.37 -0.12 -2.85 0.026
C -5.07 -0.78 -1.56 -0.250
H -2.72 -0.86 -3.57 0.132
C 4.33 -0.28 -1.20 -0.037
C -2.92 1.70 -1.33 0.028
H 1.47 0.60 -2.04 0.127
H -2.17 -1.43 3.62 0.135
C -5.19 -0.69 -0.17 -0.007
C -1.57 1.90 -1.09 0.012
C -5.35 -1.88 0.55 -0.072
C -5.43 -3.10 -0.12 -0.081
H 3.17 4.98 1.52 0.114
H -3.69 2.31 -0.85 0.136
H -5.43 -4.11 -2.04 0.111
H 0.08 -2.29 -0.08 0.128
C -0.58 1.02 -1.61 -0.177
H 4.10 4.32 -0.69 0.118
H -0.30 -0.59 -3.05 0.127
```

***

The following is a quantum chemistry calculation of C31H31AsCuN4O8S3 as an isolated structure, from OMol25.

Output
ΔE to the lowest compared entry with this formula, charge and spin: 32.96 kcal per mole
Molecular weight: 822.28 g/mol
Orbital gap (alpha / beta): 8.36 / 7.01 eV
DFT total energy: -7091.68979 a.u.
LUMO level (alpha / beta): 0.1 / -1.3 eV
Spin multiplicity: 2
HOMO level (alpha / beta): -0.304 / -0.304 hartree

XYZ file:
```
79
Properties=species:S:1:pos:R:3:mulliken_spin:R:1
C 3.37 3.95 -3.66 0.000
H 4.59 0.41 -1.95 0.000
C -4.33 -2.77 -3.35 0.007
S 0.65 -1.40 0.61 0.118
O -4.20 -7.28 -2.69 0.000
O 0.74 2.71 -1.16 -0.001
C -1.58 3.28 3.73 0.000
H -0.95 -4.43 3.05 0.000
C 4.54 2.55 -2.10 0.000
H -2.66 0.57 -2.60 0.001
C -0.53 -3.43 3.01 0.000
H -2.59 3.51 3.42 0.000
H -4.71 0.52 -4.03 0.001
O -1.39 -3.42 -0.22 0.036
H 5.54 1.24 -0.71 0.000
N 1.76 0.79 1.82 0.000
H -1.40 5.01 5.00 0.000
H -1.49 1.53 2.52 0.002
Cu -1.15 -1.32 -1.00 0.646
C 1.42 0.27 0.53 -0.010
C -5.00 -4.09 -3.62 0.001
C 4.37 4.91 -3.57 0.000
H 2.05 -1.62 4.32 -0.001
H -1.24 -0.43 1.76 0.010
C 5.54 3.51 -2.00 0.000
H 1.92 0.48 3.82 0.000
H 6.39 3.34 -1.35 0.000
C -0.91 4.12 4.61 0.000
C 1.09 0.59 3.11 -0.008
H -4.29 -4.86 -1.85 0.000
C -1.07 -2.53 2.19 -0.004
H -6.05 -6.59 -2.08 0.000
H 6.24 5.43 -2.67 0.000
O -2.87 -1.72 0.55 0.000
N -2.62 -1.47 -2.35 0.083
H -5.74 -6.46 -3.84 0.000
H 1.24 -3.92 4.20 0.000
C 2.61 0.14 -0.44 0.004
H 3.82 0.94 2.29 0.000
H -4.53 -8.18 -2.68 0.000
N 3.48 1.16 -0.39 0.000
C 1.00 2.67 4.51 0.000
C 2.98 1.56 1.94 0.002
C -0.96 2.15 3.23 0.000
C -0.48 -1.15 2.04 -0.012
C 0.35 1.83 3.61 -0.001
C -5.29 -6.40 -2.85 0.000
C 0.68 -3.11 3.75 0.002
C 3.45 2.78 -2.93 -0.001
H 4.30 5.82 -4.15 0.000
H 0.91 4.45 5.70 0.000
H 0.13 3.45 -0.99 0.000
As -0.01 1.25 -0.52 0.012
C 1.13 -1.85 3.81 -0.007
C 0.29 -0.72 3.27 0.017
C -3.17 -0.36 -2.84 -0.004
H -0.47 -0.51 4.04 -0.001
C 4.61 1.28 -1.30 0.000
H 2.52 4.12 -4.31 0.000
S -2.25 -2.98 0.94 -0.004
C -4.88 -1.62 -3.90 -0.005
H 2.82 2.36 2.67 0.000
O -3.10 -4.02 1.46 -0.001
H 2.59 2.93 0.31 0.000
O -0.34 0.23 -1.83 0.113
H 4.30 2.72 0.70 0.000
H -2.69 -3.50 -2.13 -0.001
H 2.00 2.42 4.85 0.000
O -5.70 -4.24 -4.61 0.001
C 0.38 3.81 5.00 0.000
H 2.66 2.04 -3.00 0.001
C -3.18 -2.65 -2.59 -0.002
C 5.46 4.69 -2.74 0.000
C 3.34 2.20 0.62 0.000
N -4.77 -5.07 -2.70 0.000
C -4.30 -0.40 -3.64 0.005
S 2.70 -1.14 -1.48 0.002
O -1.33 1.61 0.37 0.001
H -5.77 -1.72 -4.52 0.000
```